157
Properties=species:S:1:pos:R:3:forces:R:3:lowdin_charge:R:1 method="wB97M-V/def2-TZVPD" gap_ha=0.22648 total_charge=0 largest_force_ev_per_a=15.73 homo_energy_ev=-7.00
C 1.376701 4.134091 11.208477 -4.471 -0.418 0.454 -0.066
C -0.021490 3.559929 11.172351 0.218 -1.492 1.265 -0.521
O -0.471311 2.934954 12.138755 0.158 0.128 0.068 0.051
N -0.722826 3.742584 10.067489 -1.153 -1.897 -0.668 -0.080
C -2.111556 3.359494 9.818602 0.242 -1.296 1.333 -0.062
H 2.070006 3.293917 11.169247 -2.076 0.472 -0.399 -0.016
H 1.589746 4.585911 12.177267 -0.150 -0.743 -0.355 0.087
H 1.522238 4.865952 10.413928 -2.212 -0.267 0.116 0.078
H -0.274262 4.270791 9.332723 -0.227 -0.153 1.236 0.057
H -2.568386 4.069329 9.129004 0.048 -1.607 1.368 0.019
H -2.669610 3.289488 10.752291 0.108 -0.239 -0.004 0.113
H -2.106461 2.419695 9.266460 -0.416 -0.718 0.606 0.090
C -1.187448 5.896550 10.712925 -1.751 1.574 0.548 0.002
C -1.511948 7.292598 11.274517 -4.249 -1.752 1.164 -0.487
O -2.516062 7.480172 12.016462 1.630 -0.572 -0.874 0.014
N -0.733455 8.267508 10.920513 -2.171 3.309 1.573 -0.002
C -0.873930 9.627587 11.440675 -1.319 -1.250 1.880 -0.034
H -0.914607 5.109383 11.415793 -1.051 1.984 0.364 0.078
H -0.457284 5.842723 9.905423 -0.693 0.832 1.155 0.075
H -2.109199 5.532142 10.259391 0.324 0.668 0.887 0.088
H -0.006098 8.104956 10.238862 -0.389 -0.182 1.502 0.005
H -1.625612 10.195683 10.892650 -0.069 0.166 0.133 0.106
H 0.091734 10.129064 11.376578 -2.263 -1.628 1.891 0.016
H -1.202455 9.663992 12.479343 -0.083 -0.559 0.171 0.105
C 2.432756 6.512538 15.740607 -0.471 0.465 2.070 -0.001
C 1.829638 5.995607 14.506863 -2.059 -2.507 -0.362 -0.588
O 1.785045 4.761775 14.302147 0.344 1.998 -0.022 0.068
N 1.354995 6.908938 13.631250 -1.343 -0.587 0.165 0.040
C 0.753015 6.490685 12.370568 0.486 0.768 0.845 -0.052
H 1.649599 6.903331 16.390271 -0.154 0.515 -0.131 0.101
H 3.180758 7.263621 15.486712 -0.739 -0.237 1.202 0.050
H 2.809053 5.697906 16.359370 0.485 -0.063 -0.448 0.104
H 1.302111 7.878203 13.910216 -0.194 -0.336 0.098 0.143
H 0.188584 7.289351 11.889281 1.028 -0.347 1.864 0.062
H 0.121051 5.613526 12.509615 0.656 0.721 0.650 0.101
H 1.483482 6.324575 11.578779 -0.025 -0.281 1.289 0.078
C 3.652156 4.496302 10.505597 3.910 -1.203 3.345 -0.101
C 3.930538 3.143008 11.101348 -1.494 -1.511 -1.873 -0.404
O 2.999147 2.351543 11.332775 3.832 -1.842 1.483 0.039
N 5.197087 2.758186 11.067619 1.705 -0.880 0.442 0.017
C 5.743837 1.410739 11.451658 -1.163 1.578 -0.626 -0.008
H 2.629011 4.787413 10.743369 2.942 0.280 -0.536 0.016
H 3.883138 4.703393 9.460680 1.436 -3.003 1.777 0.052
H 4.259175 5.206429 11.067165 0.022 -0.864 -0.386 0.091
H 5.833929 3.462258 10.722923 -0.030 -0.347 0.011 0.109
H 4.874439 0.767250 11.586461 0.168 -0.019 0.047 0.087
H 6.290835 1.520617 12.388038 0.193 -0.306 -0.173 0.076
H 6.333919 1.076650 10.598252 0.205 -0.222 0.384 0.083
C 2.917197 6.219631 9.128130 -1.377 5.412 0.153 -0.112
C 2.200578 7.295468 9.884431 0.084 -1.036 0.945 -0.378
O 0.982228 7.424029 9.705571 6.499 2.108 3.245 -0.123
N 2.922287 7.899574 10.820657 -2.895 2.958 0.774 0.160
C 2.499730 9.032979 11.705310 -7.463 -1.793 -5.484 -0.058
H 3.320750 6.584592 8.183653 -2.290 1.752 0.818 0.082
H 2.191069 5.448087 8.872099 0.445 1.692 0.353 0.081
H 3.843987 5.893977 9.600478 -1.180 2.967 -0.191 0.069
H 3.911485 7.717373 10.912262 -1.369 -0.790 -0.051 0.015
H 2.491687 8.855176 12.780683 -2.588 -0.469 -1.545 0.073
H 1.603331 9.533213 11.338795 -0.006 -1.469 0.630 0.072
H 3.270598 9.800982 11.641714 -4.762 1.013 -5.112 -0.002
C 3.927752 7.290008 13.639257 2.397 -3.110 -1.110 -0.018
C 4.893849 6.632384 12.653079 0.376 0.723 -1.605 -0.340
O 4.824720 6.730437 11.403477 1.260 -5.344 5.638 -0.090
N 5.896476 5.866062 13.168629 -0.118 0.836 1.764 0.047
C 6.854016 5.138444 12.422458 0.234 -1.281 -1.514 -0.072
H 3.307467 6.415073 13.833763 1.238 0.640 -0.636 0.079
H 3.354518 8.162954 13.327064 0.715 -2.683 0.422 0.041
H 4.450418 7.635657 14.531129 -0.138 -2.379 -1.264 0.047
H 6.012869 5.802455 14.169883 -0.462 0.126 -0.086 0.146
H 6.534179 4.103274 12.303180 0.024 -0.009 0.241 0.060
H 7.865363 5.058136 12.820998 -0.129 0.685 0.391 0.095
H 6.889698 5.525931 11.404281 0.173 0.228 0.025 0.094
C 5.865470 9.166438 15.609013 1.324 0.822 0.027 -0.124
C 6.577618 10.426733 15.071746 -1.280 0.022 1.571 -0.158
O 5.970355 10.605019 13.821210 -0.023 1.008 -1.722 -0.222
S 4.372753 10.198231 13.713936 2.814 2.814 3.644 0.849
O 4.030274 9.555647 12.454255 12.412 3.658 8.944 -0.349
O 3.531758 11.316226 14.147208 1.515 -2.756 -1.003 -0.169
O 4.616925 9.099147 14.921651 -0.530 3.532 1.494 -0.284
H 5.775650 9.252442 16.691891 -0.598 -0.178 -0.128 0.142
H 6.473640 8.291660 15.378833 -0.367 -0.334 -0.204 0.129
H 7.666018 10.367705 15.072548 -0.150 -0.244 -0.717 0.141
H 6.317417 11.265393 15.717528 0.000 0.191 -0.016 0.130
C 7.368698 9.038123 10.357691 0.781 0.725 0.988 -0.114
C 6.186328 9.081715 11.387392 2.389 0.936 -1.110 -0.176
O 5.252876 8.376089 10.685218 0.403 4.715 -5.088 -0.316
S 5.133848 8.984899 9.118984 0.946 -0.067 1.528 0.894
O 4.577085 10.321356 9.243907 1.798 -1.390 1.116 -0.215
O 4.555285 8.082209 8.108296 3.487 1.896 6.342 -0.272
O 6.775924 9.013597 9.072285 -1.939 0.064 -1.894 -0.175
H 8.054188 8.190760 10.370780 -0.300 -0.201 0.450 0.132
H 7.967108 9.948685 10.387297 -0.007 0.010 0.214 0.132
H 5.888903 10.115402 11.563851 0.285 -0.079 -0.434 0.114
H 6.290410 8.642394 12.379493 0.561 -0.401 -0.423 0.136
C -0.368772 7.996526 7.996633 -0.383 -5.211 -2.901 -0.175
C 0.447372 6.640381 7.978000 -2.243 -1.382 -0.199 -0.196
O -0.259274 5.779649 7.096618 -4.122 -0.275 -2.694 -0.183
S -1.888041 5.995704 7.258513 1.518 2.376 1.252 0.808
O -2.394513 5.339231 8.466453 0.475 3.059 -4.726 -0.311
O -2.650871 5.824799 6.046260 1.321 0.189 1.018 -0.234
O -1.688618 7.601888 7.680480 -2.748 -1.972 -0.911 -0.161
H -0.028478 8.594475 7.151203 -1.153 -0.817 0.512 0.109
H -0.289013 8.559877 8.926351 -0.921 -3.427 -2.428 -0.021
H 0.497556 6.133992 8.941926 -0.922 -0.524 -2.510 0.082
H 1.424195 6.779254 7.514724 -1.226 -1.241 1.062 0.109
C 4.082287 5.655905 5.988695 -1.113 1.249 0.204 -0.125
C 4.634829 5.439295 7.377404 1.460 0.474 -0.882 -0.209
C 5.067277 4.064547 7.353628 0.823 -1.638 0.930 -0.206
O 4.151609 3.426927 6.508334 1.385 -1.819 -1.448 -0.150
C 3.842770 4.269629 5.403840 0.628 0.496 0.288 -0.128
H 4.655206 6.399672 5.434915 0.203 -0.523 -0.447 0.128
H 3.109430 6.131992 6.111117 0.319 -0.570 0.340 0.076
H 3.849040 5.527070 8.127694 2.369 -1.543 -2.613 0.010
H 5.455394 6.094804 7.669041 -0.130 0.105 -0.108 0.140
H 4.926737 3.760177 8.390798 0.120 -1.259 -0.189 0.112
H 6.118379 3.883102 7.129232 0.134 -0.094 -0.581 0.133
H 2.808951 4.066712 5.124291 -0.046 0.102 0.087 0.135
H 4.463311 4.122048 4.519958 0.257 -0.469 0.067 0.121
C 3.686126 8.815159 6.088871 -0.076 0.714 -1.209 -0.135
C 3.126076 9.835995 7.084315 -0.359 1.835 -1.680 -0.145
C 1.857446 9.232375 7.618498 0.399 -0.238 -1.050 -0.168
O 1.588579 8.117118 6.756963 3.181 1.913 -3.247 -0.223
C 2.398861 8.150501 5.594014 1.419 0.480 -0.028 -0.143
H 4.388507 8.175240 6.622980 -0.961 -0.029 -2.301 0.049
H 4.250591 9.270343 5.275059 -0.105 0.289 -0.153 0.123
H 2.835248 10.687287 6.468837 -0.271 0.282 -0.269 0.123
H 3.769950 10.313307 7.823035 -0.796 -0.621 -1.263 0.055
H 0.967568 9.856741 7.538626 0.905 0.103 -0.287 0.101
H 1.885454 8.942161 8.668790 0.339 -0.431 -1.077 0.103
H 1.970619 8.658831 4.730111 -0.443 0.498 0.209 0.132
H 2.642943 7.148838 5.240188 -0.891 0.562 -0.077 0.090
C 0.710842 1.831614 8.033806 -0.660 -0.213 -0.954 -0.096
C 2.041392 2.257244 8.580609 1.266 0.058 1.222 -0.111
C 2.202347 3.736184 8.285813 -1.856 -2.118 -0.262 -0.146
O 0.813321 4.151198 8.266508 1.569 -0.049 -0.989 -0.221
C -0.073290 3.155110 7.792124 1.210 -1.830 -1.627 -0.164
H 0.194658 1.136263 8.695724 -0.076 0.166 0.127 0.116
H 0.838972 1.314970 7.082619 -0.046 -0.092 -0.100 0.106
H 2.911736 1.700276 8.233615 -0.104 -0.245 -0.275 0.123
H 2.074066 2.189380 9.667995 -0.437 -0.496 -0.559 0.092
H 2.806283 3.865026 7.387616 -1.600 0.349 0.118 0.100
H 2.693818 4.302920 9.076614 -1.490 -2.793 -1.246 0.032
H -0.264817 3.324966 6.732608 0.244 -0.044 -0.280 0.128
H -1.049477 3.115786 8.275476 1.033 0.354 -0.863 0.070
C 0.685935 11.721116 8.832611 1.399 1.969 -0.230 -0.145
C -0.750516 11.736963 8.529861 -1.788 0.176 -0.319 -0.137
C -1.102014 10.280692 8.453726 -0.523 2.035 0.212 -0.148
O -0.171090 9.697430 9.355860 2.181 6.521 1.010 -0.298
C 0.834715 10.590484 9.806072 0.506 2.765 -2.837 -0.206
H 1.035144 12.672604 9.233650 0.070 0.063 0.145 0.131
H 1.299875 11.533759 7.951658 -0.165 0.293 -0.008 0.104
H -1.067342 12.184004 7.587589 0.138 0.542 0.240 0.132
H -1.332711 12.102568 9.375725 0.120 0.714 -0.085 0.126
H -0.992270 9.966278 7.415837 -0.262 -0.342 0.512 0.137
H -2.116410 10.168903 8.836620 0.016 -0.737 -0.228 0.155
H 1.855120 10.264599 9.604369 -0.353 -0.467 0.985 0.115
H 0.619786 10.939875 10.815948 1.347 1.126 -1.309 0.107

110
Properties=species:S:1:pos:R:3:forces:R:3:lowdin_spin:R:1 method="wB97M-V/def2-TZVPD" gap_ha="0.21763 / 0.22185" total_charge=0 spin_multiplicity=3 largest_force_ev_per_a=0.37 homo_energy_ev="-5.84 / -7.53"
Au -0.058635 -0.153172 -0.769358 -0.032 -0.112 0.205 0.345
C 1.706665 5.237829 2.066346 0.017 -0.029 0.001 0.002
C 1.679485 4.687198 0.637678 -0.127 0.105 0.030 0.007
C 2.565982 5.546166 -0.275012 -0.006 -0.053 -0.010 0.001
C 0.257203 4.585442 0.081434 0.086 -0.189 -0.061 0.033
C -0.350597 5.803038 -0.214666 -0.063 0.044 -0.005 -0.002
C -1.517131 5.886095 -0.945521 0.028 0.009 0.004 0.031
C -2.072151 4.715206 -1.433106 -0.074 0.074 0.056 -0.004
C -1.547582 3.470350 -1.119545 0.009 -0.085 0.099 0.027
C -2.194146 2.255304 -1.759606 0.083 0.067 -0.073 0.011
C -3.685532 2.421616 -2.043573 -0.007 0.000 -0.023 0.001
C -1.447082 1.900853 -3.053384 0.006 -0.093 0.065 0.002
C -0.400303 3.370983 -0.281358 0.038 0.270 -0.180 0.012
N 0.102728 2.107053 0.073179 -0.052 -0.329 -0.138 0.288
C 0.745415 1.966507 1.233484 -0.053 0.185 0.020 0.192
C 1.636467 0.917572 1.518290 0.127 -0.019 0.084 0.163
N 1.794281 -0.113348 0.721294 -0.119 -0.112 -0.145 0.255
C 2.797314 -1.089943 0.858358 0.284 0.134 0.200 0.021
C 2.851860 -2.045706 1.901266 -0.132 -0.037 -0.026 0.010
C 3.759742 -3.101902 1.753836 0.005 -0.070 0.000 0.000
C 4.631692 -3.202178 0.687622 0.040 -0.010 -0.004 0.006
C 4.670464 -2.176766 -0.243746 -0.013 -0.079 -0.065 0.001
C 3.786254 -1.113306 -0.162953 -0.102 0.134 0.063 0.012
C 4.002662 0.093216 -1.073831 0.087 -0.109 -0.034 0.004
C 5.420327 0.649812 -0.871341 -0.091 0.044 0.079 0.001
C 3.769081 -0.191400 -2.560552 0.050 -0.110 0.074 0.001
C 2.166445 -2.034163 3.283219 0.031 0.214 0.007 0.001
C 0.755698 -1.486157 3.496410 0.145 -0.134 -0.139 0.004
C 3.121981 -1.360071 4.286594 0.033 -0.022 -0.119 0.001
H 2.727932 5.243761 2.458566 -0.064 0.025 -0.021 0.000
H 1.083729 4.645579 2.740532 0.040 0.037 -0.018 0.000
H 1.329104 6.263893 2.088768 0.021 -0.040 0.011 0.000
H 2.131481 3.703208 0.642136 0.007 -0.232 0.039 0.004
H 2.249422 6.591529 -0.290067 0.029 -0.054 -0.005 0.000
H 2.540688 5.168805 -1.299884 0.009 0.043 0.036 0.000
H 3.601598 5.515908 0.076730 -0.061 0.009 -0.019 0.000
H 0.132222 6.720910 0.102760 0.007 -0.052 0.004 -0.001
H -1.963604 6.847723 -1.169631 0.017 -0.045 0.007 0.002
H -2.951423 4.778346 -2.063785 0.070 -0.028 0.067 -0.001
H -2.085940 1.410523 -1.084601 -0.027 -0.051 0.113 0.011
H -3.860380 3.085259 -2.895812 -0.015 -0.024 0.063 0.000
H -4.213835 2.827772 -1.177111 0.006 -0.037 -0.050 0.000
H -4.124005 1.453179 -2.287745 0.025 0.043 -0.029 0.000
H -1.487774 2.739426 -3.753598 0.001 -0.028 0.010 0.000
H -1.899739 1.026331 -3.536774 0.022 0.067 0.062 0.001
H -0.393531 1.682513 -2.846453 -0.052 0.046 -0.073 -0.001
H 0.607118 2.704419 2.018144 0.134 0.165 -0.102 0.009
H 2.275858 1.039737 2.393731 -0.124 -0.067 0.087 0.008
H 3.793457 -3.863384 2.528750 -0.038 0.057 -0.041 0.000
H 5.313828 -4.041378 0.613242 -0.052 0.029 0.001 0.000
H 5.415024 -2.198495 -1.034398 -0.056 0.021 0.046 0.000
H 3.305841 0.869778 -0.767802 -0.103 0.045 0.025 0.002
H 6.177492 -0.019317 -1.288284 -0.025 0.015 0.036 0.000
H 5.635945 0.790079 0.190884 0.019 -0.001 -0.071 0.000
H 5.512336 1.617330 -1.373228 0.027 -0.070 0.021 0.000
H 4.238223 -1.134089 -2.862538 -0.014 0.096 0.007 0.000
H 4.193957 0.609015 -3.172137 -0.047 -0.033 0.022 0.000
H 2.706676 -0.252533 -2.786285 -0.156 -0.102 -0.041 0.001
H 2.104329 -3.088471 3.566807 0.079 -0.030 -0.017 0.000
H 0.653706 -0.425890 3.291804 0.015 0.116 -0.047 0.003
H 0.487570 -1.637562 4.546284 -0.001 -0.027 -0.049 0.000
H 0.020141 -2.013275 2.898929 -0.028 -0.076 -0.169 0.001
H 3.130410 -0.275122 4.140030 -0.004 -0.074 0.018 0.000
H 4.143468 -1.721744 4.155806 -0.024 0.018 0.053 0.000
H 2.808836 -1.565074 5.314211 -0.013 0.048 -0.067 0.000
C -2.649134 0.882234 4.397647 0.006 -0.035 -0.064 0.011
C -2.552517 -0.501217 4.310333 -0.041 0.039 0.036 0.000
C -2.388403 -1.110927 3.072923 -0.108 0.027 -0.027 0.014
C -2.319649 -0.350138 1.903093 0.079 -0.017 0.031 0.035
C -2.445055 1.040475 2.006259 -0.022 0.029 0.007 0.014
C -2.605798 1.653509 3.240481 0.000 -0.020 0.014 -0.001
Si -2.030466 -1.138575 0.231814 -0.012 -0.001 -0.298 0.215
C -3.586304 -0.926319 -0.800741 -0.039 0.061 0.034 0.035
C -3.612256 -1.356101 -2.131932 -0.080 0.024 0.017 0.013
C -4.761736 -1.242158 -2.901013 0.009 -0.027 0.003 -0.001
C -5.918534 -0.704843 -2.344005 0.023 -0.010 0.015 0.010
C -5.916008 -0.286959 -1.020596 -0.023 -0.016 -0.012 0.000
C -4.757271 -0.390687 -0.258295 0.018 0.003 -0.011 0.013
C -1.713478 -2.992131 0.316819 0.125 -0.016 -0.024 0.040
C -0.413236 -3.496649 0.431334 -0.140 0.000 0.227 0.013
C -0.164443 -4.862273 0.450816 0.003 -0.039 0.061 -0.001
C -1.223705 -5.757510 0.351237 0.038 0.065 -0.023 0.005
C -2.522006 -5.278129 0.226486 -0.017 -0.028 0.025 0.001
C -2.763445 -3.909584 0.199704 0.038 0.014 0.052 0.010
H -2.761402 1.359596 5.364803 -0.006 -0.030 -0.052 0.001
H -2.601589 -1.105804 5.209655 0.012 0.031 -0.054 0.000
H -2.311204 -2.193750 3.017856 0.008 0.089 0.002 0.001
H -2.411850 1.659340 1.112775 0.062 -0.048 0.076 0.001
H -2.688608 2.733773 3.298125 -0.002 -0.069 0.005 0.000
H -2.720395 -1.800242 -2.563258 -0.060 0.019 0.006 0.001
H -4.762573 -1.577284 -3.933092 0.003 0.021 0.064 0.000
H -6.818018 -0.612566 -2.942447 0.050 -0.016 0.036 0.001
H -6.818428 0.122960 -0.580500 0.057 -0.006 -0.023 0.000
H -4.763743 -0.051660 0.773866 -0.018 -0.029 -0.089 0.001
H 0.423464 -2.805896 0.491051 -0.131 -0.040 0.242 0.005
H 0.856693 -5.223626 0.528842 -0.125 0.033 0.042 0.000
H -1.034626 -6.825712 0.357858 -0.022 0.070 0.017 0.000
H -3.350652 -5.974265 0.153464 0.045 0.046 -0.030 0.000
H -3.781022 -3.550067 0.081555 0.041 -0.028 0.019 0.000
Br 2.318915 -5.470698 -2.082237 0.023 0.048 -0.066 0.001
C 1.218489 -4.084214 -2.733996 0.130 -0.083 0.052 0.001
C 0.555339 -4.219249 -3.937305 -0.058 -0.004 -0.044 0.003
C -0.219485 -3.156377 -4.372921 -0.030 -0.044 -0.087 0.002
C -0.310423 -2.024232 -3.584681 -0.059 0.163 0.004 0.009
N 0.321969 -1.909819 -2.416362 0.175 0.114 0.181 0.072
C 1.087298 -2.920047 -1.996588 0.146 0.198 -0.139 0.008
H 0.645024 -5.126067 -4.521674 0.012 0.037 0.033 0.000
H -0.743946 -3.208054 -5.318114 -0.004 0.030 0.050 0.000
H -0.903406 -1.169566 -3.892023 0.035 -0.051 0.019 0.000
H 1.628873 -2.783312 -1.066460 0.034 0.001 -0.198 0.001